# 1
ORCA calculation (ωB97M-V/def2-TZVPD) on a molecular structure, C19H28B12Br6N9NdO2.

The geometry in XYZ format:
```
77
Properties=species:S:1:pos:R:3:mulliken_spin:R:1
Nd 0.468 -0.793 -0.540 3.03
Br -0.664 1.396 1.134 0.00
B 0.527 2.918 0.511 -0.01
B 1.978 3.404 1.408 0.00
C 3.121 3.718 0.169 0.00
B 2.117 2.399 -0.048 0.00
B 2.592 3.386 -1.429 0.00
B 2.739 5.037 -0.836 0.00
B 2.362 5.050 0.904 0.00
B 0.650 4.582 1.140 0.00
Br -0.437 5.254 2.610 0.00
B 1.140 5.615 -0.279 0.00
Br 0.694 7.518 -0.392 0.00
B 1.277 4.561 -1.750 0.00
Br 0.926 5.194 -3.564 0.00
B 0.899 2.914 -1.225 0.00
Br 0.015 1.407 -2.292 0.00
B -0.048 4.283 -0.527 0.00
Br -1.957 4.516 -0.932 0.00
H 2.311 2.987 2.450 0.00
H 4.159 3.539 0.401 0.00
H 2.489 1.281 0.026 0.00
H 3.329 2.962 -2.232 0.00
H 3.589 5.732 -1.240 0.00
H 2.974 5.758 1.605 0.00
N 1.578 -2.577 2.452 0.00
C 2.590 -1.858 1.827 0.00
N 3.838 -1.716 2.238 0.00
N 4.418 -0.971 1.316 0.00
N 3.601 -0.664 0.386 0.00
N 2.381 -1.209 0.653 -0.01
C 0.508 -2.718 1.570 -0.01
N 0.400 -3.652 0.619 0.00
N -0.576 -3.247 -0.150 0.00
N -1.082 -2.125 0.306 0.00
N -0.397 -1.750 1.396 0.00
H 1.906 -3.430 2.884 0.00
C -3.008 -4.261 -4.210 0.00
C -2.788 -3.536 -2.870 0.00
C -3.863 -2.471 -2.608 0.00
C -2.802 -4.571 -1.740 0.00
C -1.492 -2.881 -2.949 -0.01
C -0.418 -2.330 -3.081 0.01
H -4.019 -4.658 -4.261 0.00
H -2.313 -5.094 -4.292 0.00
H -2.847 -3.594 -5.053 0.00
H -4.830 -2.951 -2.476 0.00
H -3.930 -1.769 -3.435 0.00
H -3.630 -1.920 -1.695 0.00
H -3.717 -5.155 -1.798 0.00
H -2.757 -4.088 -0.768 0.00
H -1.952 -5.243 -1.825 0.00
C 6.666 -0.691 -6.343 0.00
C 5.734 0.515 -6.151 0.00
C 5.084 0.888 -7.491 0.00
C 6.545 1.724 -5.674 0.00
C 4.696 0.088 -5.125 0.00
C 4.914 0.294 -3.760 0.00
C 4.028 -0.123 -2.780 0.00
C 2.890 -0.771 -3.214 0.00
O 1.818 -1.266 -2.492 0.01
B 0.941 -1.790 -3.475 0.00
O 1.458 -1.634 -4.723 0.00
C 2.661 -1.002 -4.572 0.00
C 3.552 -0.594 -5.540 0.00
H 7.468 -0.446 -7.035 0.00
H 6.107 -1.535 -6.741 0.00
H 7.101 -0.994 -5.392 0.00
H 5.830 1.341 -8.139 0.00
H 4.279 1.603 -7.336 0.00
H 4.692 0.014 -8.003 0.00
H 7.199 2.054 -6.475 0.00
H 7.168 1.485 -4.817 0.00
H 5.878 2.543 -5.417 0.00
H 5.813 0.790 -3.434 0.00
H 4.224 0.026 -1.729 0.00
H 3.359 -0.807 -6.577 0.00
```

Properties
energy	-17688.32852	Ha
multiplicity	4
<S²>	3.75

# 2
ORCA calculation (ωB97M-V/def2-TZVPD) on a molecular structure, C44H49BeNP2.

The geometry in XYZ format:
```
97
Properties=species:S:1:pos:R:3:lowdin_charge:R:1
Be 1.525 0.007 -0.819 0.33
C -3.145 -0.107 0.970 -0.10
C -3.254 -0.450 -0.320 -0.10
C -2.882 0.386 -1.511 -0.18
C -1.372 0.474 -1.876 -0.18
C -0.441 1.138 -0.911 -0.12
C -0.807 1.866 0.171 -0.07
C -2.168 2.273 0.606 -0.19
C -2.981 1.284 1.493 -0.18
C 3.112 0.248 -1.358 -0.17
H -3.321 -0.864 1.753 0.11
H -3.652 -1.443 -0.572 0.11
H -3.336 1.385 -1.486 0.10
H -3.342 -0.142 -2.358 0.10
H -0.996 -0.549 -2.083 0.10
H -1.313 1.011 -2.835 0.12
H 0.617 1.220 -1.308 0.09
H -0.007 2.299 0.786 0.10
H -2.796 2.654 -0.213 0.11
H -2.021 3.127 1.282 0.11
H -2.502 1.193 2.482 0.08
H -3.966 1.764 1.682 0.13
H 3.807 -0.124 -0.593 0.00
H 3.321 1.315 -1.526 -0.01
H 3.334 -0.294 -2.295 0.00
P 0.080 -2.112 -8.976 0.99
P 1.947 0.400 -9.339 0.99
C -0.616 -0.560 -9.582 -0.34
C 0.211 0.492 -9.830 -0.35
C -0.673 -3.309 -10.174 -0.39
C -1.810 -3.024 -10.948 -0.10
C -2.346 -3.998 -11.801 -0.09
C -1.730 -5.247 -11.923 -0.09
C -0.560 -5.517 -11.200 -0.09
C -0.026 -4.553 -10.340 -0.11
C -0.924 -2.311 -7.449 -0.37
C -0.624 -1.423 -6.397 -0.10
C -1.366 -1.469 -5.218 -0.08
C -2.400 -2.404 -5.077 -0.09
C -2.685 -3.297 -6.117 -0.09
C -1.941 -3.262 -7.300 -0.09
C 2.673 1.090 -10.924 -0.36
C 2.573 0.286 -12.080 -0.11
C 3.007 0.773 -13.315 -0.09
C 3.550 2.061 -13.412 -0.10
C 3.671 2.855 -12.264 -0.09
C 3.248 2.363 -11.023 -0.09
C 2.076 1.840 -8.219 -0.41
C 3.235 1.929 -7.422 -0.11
C 3.433 3.039 -6.602 -0.09
C 2.459 4.049 -6.546 -0.09
C 1.281 3.927 -7.287 -0.09
C 1.071 2.811 -8.100 -0.09
H -1.703 -0.505 -9.721 0.07
H -0.116 1.398 -10.359 0.08
H -2.287 -2.046 -10.894 0.09
H -3.248 -3.770 -12.375 0.10
H -2.150 -6.005 -12.587 0.10
H -0.059 -6.480 -11.307 0.10
H 0.893 -4.751 -9.785 0.10
H 0.182 -0.696 -6.515 0.10
H -1.138 -0.774 -4.407 0.08
H -2.978 -2.440 -4.152 0.10
H -3.487 -4.029 -6.011 0.10
H -2.156 -3.965 -8.107 0.10
H 2.138 -0.712 -12.002 0.10
H 2.915 0.147 -14.207 0.10
H 3.867 2.450 -14.380 0.10
H 4.087 3.862 -12.329 0.10
H 3.349 2.985 -10.130 0.10
H 3.977 1.128 -7.465 0.10
H 4.348 3.121 -6.016 0.10
H 2.626 4.927 -5.924 0.10
H 0.515 4.707 -7.239 0.10
H 0.133 2.708 -8.644 0.09
C -0.176 0.962 3.771 -0.09
N 1.161 0.468 3.686 -0.30
C 1.798 0.083 4.910 -0.11
C 1.753 0.143 2.410 -0.16
C 1.221 -1.124 1.780 -0.22
C 0.841 -2.219 2.595 -0.03
C 0.141 -3.284 2.022 -0.10
C -0.052 -3.320 0.640 -0.10
C 0.522 -2.322 -0.175 -0.13
C 1.092 -1.204 0.399 -0.16
H -0.319 1.379 4.783 0.09
H -0.926 0.161 3.611 0.08
H -0.352 1.745 3.014 0.07
H 1.334 -0.825 5.348 0.07
H 2.863 -0.117 4.723 0.09
H 1.688 0.899 5.648 0.08
H 1.558 0.996 1.733 0.10
H 2.843 0.056 2.579 0.13
H 1.076 -2.222 3.665 0.10
H -0.238 -4.088 2.658 0.10
H -0.594 -4.141 0.170 0.09
H 0.513 -2.434 -1.262 0.09
```

Properties
energy	-2458.09385	Ha
multiplicity	1

Q: Number 2 is which compound?
A: C44H49BeNP2

Q: Among the records above, which one has the lowest multiplicity?
A: C44H49BeNP2